No. 1
113
Properties=species:S:1:pos:R:3:mulliken_charge:R:1 method="wB97M-V/def2-TZVPD" homo_ha=-0.4065 mol_weight_g_mol=671.41 total_charge=+1 lumo_ev=-2.534 orbital_gap_ha=0.3134
C -0.790 -4.185 3.364 -0.1568
C -0.138 -3.805 2.414 -0.6867
C 0.661 -3.415 1.141 -0.0869
C -0.108 -2.441 0.132 -0.4538
C -1.698 -2.170 0.388 -1.0071
C -2.390 -2.605 -1.007 -1.2678
C -3.959 -2.338 -1.036 -0.4675
C -4.700 -3.590 -1.719 -0.6777
C -6.117 -3.207 -2.321 -0.6501
O -6.039 -2.174 -3.313 -0.3584
C -6.715 -0.977 -2.875 -0.6180
C -1.844 -0.570 0.583 -0.2615
P -1.831 -0.437 2.461 0.1646
C -3.394 -1.337 3.092 -0.0734
C -3.174 -2.053 4.494 -1.1369
C -2.042 1.317 3.102 -0.5291
C -2.185 1.191 4.710 -0.9739
N -0.641 -0.135 -0.231 -0.6724
P -0.414 1.656 -0.312 0.5131
S -1.598 2.297 -1.735 -0.4690
C 0.590 -1.023 -0.250 1.4446
C 1.289 -1.320 -1.658 -1.2130
C 1.318 -0.128 -2.715 -0.6640
C 2.687 0.725 -2.716 -0.8833
C 2.419 2.308 -2.728 -0.1379
C 3.174 3.019 -1.496 -0.1908
C 2.438 4.373 -1.094 -0.3169
C 2.018 4.462 0.453 -0.6619
C 1.827 -0.520 0.610 -1.6845
C 1.574 0.089 2.034 1.8833
C 2.857 1.020 2.371 -1.3313
Cl 1.502 -1.107 3.410 -0.0335
H -1.509 -4.782 3.980 0.3745
H 1.665 -3.044 1.485 -0.2560
H 0.878 -4.402 0.618 0.4151
H -0.236 -3.156 -0.743 0.8798
H -2.242 -2.841 1.100 0.8110
H -2.259 -3.733 -1.098 0.6332
H -1.897 -2.122 -1.905 0.1304
H -4.361 -2.169 0.007 0.2079
H -4.154 -1.461 -1.716 0.2531
H -4.005 -3.920 -2.559 0.3675
H -4.859 -4.438 -0.994 0.2937
H -6.505 -4.142 -2.838 0.3487
H -6.836 -2.963 -1.475 0.3594
H -7.839 -1.126 -2.951 0.2861
H -6.504 -0.800 -1.769 0.2795
H -6.341 -0.119 -3.499 0.2094
H -2.744 -0.127 0.047 0.7374
H -3.841 -2.014 2.299 0.1630
H -4.168 -0.511 3.233 0.6007
H -3.653 -1.497 5.354 0.2438
H -3.554 -3.109 4.436 0.3387
H -2.065 -2.077 4.711 0.3040
H -2.953 1.822 2.664 0.4837
H -1.092 1.925 2.954 0.2169
H -1.678 0.215 4.989 0.2583
H -1.537 1.995 5.184 0.3519
H -3.250 1.256 5.056 0.2519
H -0.988 -0.300 -1.203 0.7711
H -0.838 2.322 0.869 0.2087
H 0.953 1.988 -0.521 0.0979
H 0.915 -2.226 -2.206 0.6097
H 2.376 -1.546 -1.414 0.3933
H 1.329 -0.632 -3.737 0.4342
H 0.401 0.528 -2.737 0.2420
H 3.255 0.517 -3.679 0.4305
H 3.396 0.397 -1.893 0.5320
H 2.905 2.747 -3.652 0.5280
H 1.313 2.526 -2.663 -0.3000
H 3.172 2.278 -0.633 -0.3823
H 4.250 3.261 -1.731 0.5521
H 3.045 5.300 -1.328 0.4409
H 1.483 4.423 -1.704 -0.0390
H 0.919 4.702 0.508 0.1900
H 2.574 5.330 0.915 0.3636
H 2.267 3.516 1.023 -0.0239
H 2.330 0.291 -0.011 -0.7582
H 2.623 -1.323 0.721 0.5780
H 0.692 0.774 2.154 -0.9614
H 3.576 0.467 3.035 0.3953
H 2.477 1.896 2.991 0.3780
H 3.320 1.472 1.452 0.3015
C 7.197 -3.422 5.484 -1.0632
C 6.342 -4.418 4.720 -0.2672
O 4.948 -4.178 4.842 -0.4472
C 4.478 -2.940 4.339 -0.2694
C 4.703 -2.772 2.845 -0.3133
H 6.861 -3.339 6.519 0.2839
H 8.244 -3.731 5.474 0.3972
H 7.138 -2.424 5.040 0.2634
H 6.516 -5.416 5.130 0.3490
H 6.633 -4.462 3.665 0.2857
H 4.916 -2.107 4.901 0.2945
H 3.404 -2.917 4.537 0.1226
H 5.766 -2.680 2.608 0.4651
H 4.202 -1.871 2.483 -0.2722
H 4.320 -3.637 2.298 0.2428
C -1.210 3.299 -4.941 -1.0374
C -1.710 4.627 -4.398 -0.1916
O -0.831 5.709 -4.657 -0.4426
C -0.597 6.016 -6.023 -0.3107
C -1.850 6.436 -6.771 -1.0400
H -0.183 3.111 -4.616 0.1608
H -1.846 2.481 -4.597 0.4108
H -1.215 3.289 -6.033 0.4315
H -1.791 4.554 -3.310 0.2031
H -2.715 4.853 -4.769 0.3157
H -0.101 5.177 -6.525 0.2895
H 0.113 6.846 -6.033 0.3356
H -2.548 5.603 -6.883 0.2563
H -1.596 6.795 -7.771 0.3942
H -2.372 7.230 -6.232 0.2864

No. 2
99
Properties=species:S:1:pos:R:3:mulliken_charge:R:1 method="wB97M-V/def2-TZVPD" homo_ha=-0.4127 mol_weight_g_mol=745.78 total_charge=+1 lumo_ev=-3.263 orbital_gap_ha=0.2928
C -0.067 7.275 0.197 -1.5172
C -0.396 5.800 -0.041 0.2935
S 0.908 5.098 -1.077 -0.0860
C 0.127 3.675 -1.829 -0.8706
P -0.375 2.341 -0.700 -0.0841
I -0.392 0.370 -2.060 0.0027
C 0.689 2.146 0.732 0.0543
C 1.965 1.325 0.492 -1.0678
C 3.142 2.091 -0.093 -0.4888
S 3.862 3.206 1.122 1.2809
O 3.802 4.538 0.612 -0.5771
O 3.284 2.903 2.389 -0.6125
O 5.377 2.758 1.223 -0.4776
O -1.877 2.589 -0.319 0.2436
C -2.298 2.821 1.068 -0.2241
C -3.808 2.925 1.122 0.2723
C -4.302 4.188 0.386 -1.4878
C -4.538 1.635 0.692 0.2420
C -3.864 0.362 1.241 -0.5981
C -4.784 1.483 -0.810 -1.4494
H -0.907 7.745 0.702 0.4160
H 0.791 7.361 0.860 0.3697
H 0.137 7.788 -0.737 0.4002
H -1.375 5.699 -0.504 0.1699
H -0.390 5.290 0.922 0.1228
H 0.809 3.229 -2.549 0.5523
H -0.793 3.926 -2.363 0.5279
H 0.972 3.157 1.039 0.4030
H 0.136 1.685 1.545 0.0960
H 1.784 0.472 -0.152 0.0548
H 2.274 0.917 1.448 0.5808
H 2.926 2.669 -0.988 0.1521
H 3.902 1.356 -0.361 0.4300
H 5.756 2.583 0.354 0.3860
H -1.972 2.000 1.697 -0.0507
H -1.860 3.748 1.433 0.4259
H -4.032 3.072 2.181 0.4780
H -5.286 4.041 -0.045 0.3874
H -4.366 5.020 1.085 0.3781
H -3.608 4.480 -0.400 0.2200
H -5.527 1.691 1.152 0.5107
H -3.176 -0.053 0.506 0.2377
H -4.640 -0.356 1.485 0.4289
H -3.347 0.603 2.171 -0.5124
H -3.874 1.570 -1.400 0.1582
H -5.516 2.184 -1.203 0.4128
H -5.181 0.483 -0.988 0.4222
C 5.231 -2.602 -1.496 -0.6181
C 4.460 -2.015 -2.675 -0.3874
C 3.253 -1.407 -1.978 -0.2204
O 3.698 -0.995 -0.679 -0.3540
C 4.995 -1.557 -0.415 -0.4729
H 6.288 -2.759 -1.701 0.3375
H 4.795 -3.559 -1.201 0.2393
H 5.052 -1.235 -3.159 0.2141
H 4.194 -2.750 -3.430 0.2596
H 2.450 -2.143 -1.857 0.2330
H 2.849 -0.537 -2.503 0.1996
H 5.741 -0.756 -0.469 0.2433
H 5.003 -1.968 0.594 0.3304
C -6.352 -4.575 0.942 -0.5841
C -4.861 -4.813 1.172 -0.5660
C -4.279 -3.442 0.859 -0.3794
O -5.278 -2.486 1.225 -0.2793
C -6.521 -3.157 1.471 -0.5341
H -6.994 -5.291 1.450 0.3331
H -6.579 -4.611 -0.125 0.2706
H -4.679 -5.072 2.217 0.2731
H -4.442 -5.600 0.548 0.3420
H -4.066 -3.336 -0.211 0.2536
H -3.364 -3.229 1.416 0.2413
H -6.714 -3.155 2.548 0.3070
H -7.322 -2.609 0.975 0.2864
C -1.570 -0.624 5.960 -0.6076
C -3.062 -0.948 5.916 -0.4969
C -3.654 0.380 5.466 -0.3754
O -2.664 0.996 4.632 -0.3877
C -1.423 0.298 4.758 -0.2648
H -0.928 -1.501 5.898 0.3392
H -1.327 -0.088 6.879 0.2663
H -3.257 -1.722 5.170 0.1744
H -3.465 -1.284 6.869 0.3728
H -3.851 1.038 6.317 0.2974
H -4.576 0.265 4.895 0.2412
H -1.247 -0.279 3.840 0.1683
H -0.617 1.025 4.873 0.2853
C 7.309 -5.642 -5.747 -0.5601
C 6.544 -5.045 -6.926 -0.5862
C 5.330 -4.442 -6.232 -0.4785
O 5.769 -4.045 -4.928 -0.2766
C 7.061 -4.603 -4.663 -0.4207
H 8.367 -5.798 -5.945 0.3440
H 6.870 -6.600 -5.461 0.2725
H 7.137 -4.260 -7.401 0.2659
H 6.272 -5.774 -7.688 0.3358
H 4.528 -5.180 -6.123 0.2999
H 4.931 -3.571 -6.752 0.2852
H 7.806 -3.800 -4.705 0.2690
H 7.065 -5.026 -3.658 0.2631